1.
Below is 16 unconnected molecules or ions with the total composition C61H84F8NO39 at a distorted geometry, with properties calculated with the ωB97M-V functional and the def2-TZVPD basis.

Structure (XYZ):
```
193
C61H84F8NO39 (the ωB97M-V functional and the def2-TZVPD basis)
C -20.2578 20.5332 1.8826
C -20.5460 19.6591 0.6879
C -20.5403 20.5576 -0.5389
C -20.4501 19.8597 -1.8358
C -19.2133 18.9779 -1.8055
C -19.2018 18.0026 -0.6000
N -19.2627 18.7935 0.6415
O -19.3083 17.9140 1.6967
C -17.8398 17.4549 -0.5727
C -20.1698 16.8291 -0.8885
C -21.8555 18.9262 1.0383
H -19.9412 19.8781 2.7035
H -21.0352 21.1299 2.3669
H -19.4697 21.2457 1.5990
H -19.6805 21.2138 -0.3448
H -21.4127 21.1870 -0.4991
H -20.4848 20.5464 -2.6843
H -21.3278 19.2438 -1.9901
H -18.3639 19.5730 -1.4996
H -19.0100 18.4926 -2.8044
H -17.0689 18.2453 -0.6966
H -17.7023 16.7061 -1.3535
H -17.6998 16.9644 0.3560
H -21.1492 17.2933 -1.0933
H -20.2745 16.0860 -0.0767
H -19.8916 16.3293 -1.7994
H -21.6126 18.1605 1.7790
H -22.2650 18.4030 0.1923
H -22.5612 19.6541 1.4575
O -13.6094 20.2384 -4.3498
C -14.3826 19.3165 -4.3311
O -14.5088 18.3884 -5.2947
C -15.4984 17.4611 -5.0523
C -16.3380 17.9908 -3.8805
C -15.2843 18.9431 -3.2116
H -15.0381 16.4948 -4.8619
H -16.0691 17.3992 -5.9631
H -16.7104 17.2255 -3.2513
H -17.1889 18.5961 -4.2223
H -14.6231 18.4613 -2.4359
H -15.7424 19.7853 -2.6684
O -18.8573 16.2059 -6.7386
C -19.4306 17.2968 -6.5323
O -19.3209 18.3882 -7.3579
C -20.0597 19.4919 -6.6790
C -20.9625 18.7732 -5.6779
C -20.1882 17.5222 -5.3068
H -20.6157 20.0037 -7.4612
H -19.3177 20.1722 -6.2229
H -21.8905 18.4958 -6.1188
H -21.1395 19.3076 -4.7647
H -20.8541 16.7253 -4.9728
H -19.4056 17.7790 -4.5732
O -24.0018 16.7037 -4.4005
C -24.6664 17.4474 -3.7270
O -25.9229 17.1602 -3.4013
C -26.5334 18.1393 -2.5918
C -25.3874 19.0969 -2.1150
C -24.2537 18.7244 -3.0625
H -26.9912 17.5871 -1.7777
H -27.2787 18.6311 -3.1819
H -25.0307 18.9231 -1.0972
H -25.6798 20.1544 -2.2548
H -23.3203 18.5974 -2.5551
H -24.1072 19.4647 -3.8301
O -26.2153 17.8201 0.5579
C -25.4722 17.0231 1.1176
O -24.3754 16.5909 0.5383
C -23.6115 15.6799 1.4007
C -24.3338 15.6400 2.7197
C -25.6139 16.5026 2.5045
H -22.6532 16.1772 1.4339
H -23.4927 14.7873 0.8073
H -23.7089 16.1920 3.4594
H -24.5398 14.5800 3.1088
H -25.6274 17.3768 3.1722
H -26.5541 15.9620 2.6773
O -19.1167 26.0348 3.8620
C -18.6524 25.0889 4.3937
O -17.6291 25.1180 5.2944
C -17.2579 23.7949 5.7892
C -18.6386 23.0361 5.6333
C -19.2714 23.6808 4.3937
H -16.9654 23.9046 6.8430
H -16.5103 23.3289 5.1318
H -19.1845 23.3114 6.5563
H -18.6432 21.9410 5.4896
H -20.3548 23.7136 4.4546
H -18.8789 23.1365 3.5212
O -21.7390 13.1578 0.1477
C -22.1862 13.4270 -0.9474
O -23.5131 13.6356 -1.1556
C -23.7427 14.4335 -2.3621
C -22.5485 13.9982 -3.2341
C -21.4631 13.6187 -2.2575
H -23.5665 15.4315 -2.0841
H -24.7125 14.1289 -2.7458
H -22.2300 14.7756 -3.8939
H -22.8094 13.1297 -3.8231
H -20.8367 14.5218 -2.2221
H -20.9004 12.7181 -2.5129
O -14.5796 16.6521 4.9986
C -14.8815 15.9851 4.0613
O -15.2448 16.5250 2.8592
C -15.2029 15.5054 1.8251
C -14.9144 14.1727 2.4642
C -14.9629 14.4437 3.9730
H -14.4446 15.7689 1.0819
H -16.1988 15.5512 1.4094
H -13.9161 13.7683 2.1990
H -15.5701 13.4487 2.0679
H -14.1069 14.0273 4.5028
H -15.9537 14.1965 4.4247
C -18.2974 17.0865 4.3256
C -18.4904 18.6306 4.4164
O -17.6822 19.0687 5.4657
C -17.6191 17.9469 6.2699
O -17.0909 17.8809 7.4004
O -18.2044 16.8596 5.6875
F -19.8181 18.8865 4.7367
H -17.4270 16.7233 3.7863
H -19.1627 16.6231 3.8467
H -18.3289 19.1333 3.4851
C -19.0276 14.7465 1.9182
C -18.6562 13.7776 0.7955
O -18.0576 12.7077 1.3624
C -17.8494 12.8920 2.6861
O -17.3960 12.0900 3.4403
O -18.3691 14.0550 2.9912
F -17.6634 14.3794 -0.0116
H -20.0785 14.7382 2.1004
H -18.6771 15.7719 1.7127
H -19.4959 13.5077 0.1238
C -17.7363 13.5265 -6.1212
C -19.2338 13.2512 -5.8156
O -19.4780 14.1117 -4.6625
C -18.3303 14.7109 -4.2831
O -18.2147 15.6222 -3.5264
O -17.2869 14.1383 -4.8632
F -19.4814 11.9855 -5.4166
H -17.6178 14.1274 -7.0184
H -17.3051 12.5228 -6.1878
H -19.8630 13.5904 -6.6273
C -22.4624 20.2697 5.9378
C -22.4923 19.6971 4.4606
O -22.9859 20.8466 3.7305
C -23.6136 21.6926 4.5883
O -24.4051 22.5308 4.3276
O -23.4454 21.2756 5.8645
F -23.4740 18.7559 4.3597
H -21.4719 20.7000 6.2364
H -22.7448 19.5069 6.6812
H -21.5785 19.3689 3.9807
C -17.4847 22.7114 -2.2018
C -18.8526 22.9476 -2.8696
O -18.8214 21.9959 -3.9343
C -17.5889 21.5255 -4.2080
O -17.3474 20.7709 -5.0956
O -16.7159 22.0378 -3.2355
F -18.8995 24.1915 -3.4373
H -17.6589 22.1054 -1.2999
H -16.8315 23.5363 -1.9438
H -19.7715 22.7797 -2.3294
C -23.9006 22.8142 -3.9400
C -22.5257 22.7481 -4.5446
O -22.6111 21.6652 -5.4407
C -23.8741 21.2268 -5.5870
O -24.2069 20.3018 -6.2900
O -24.7069 21.9706 -4.8190
F -21.5794 22.4811 -3.6017
H -24.2975 23.8179 -4.0554
H -23.9162 22.3916 -2.9409
H -22.2673 23.6361 -5.1524
C -16.1469 19.4152 2.2326
C -16.2716 20.9620 2.1972
O -15.4798 21.3502 1.1276
C -14.6325 20.3112 0.8039
O -13.7776 20.4596 -0.0379
O -15.0546 19.1635 1.3581
F -15.9280 21.5660 3.3703
H -17.0512 18.9667 1.7927
H -15.8615 19.0176 3.2196
H -17.2667 21.3041 1.9915
C -25.4875 21.3092 1.3135
C -24.2856 21.9861 0.5580
O -24.8007 23.2374 0.2015
C -26.2099 23.1010 0.1512
O -26.9143 23.9237 -0.3793
O -26.6122 22.0230 0.7876
F -23.9850 21.3043 -0.6618
H -25.4309 21.4477 2.3681
H -25.5707 20.3118 0.9105
H -23.3518 22.1143 1.0715
```

Orbital gap, eV: 6.5
Electronic energy, eV: -167705.1304
Total charge: -1

2.
Below is a molecular structure, C62H106AsCl2Ge3N4P3PbSi2 at a distorted geometry, with properties calculated with the ωB97M-V functional and the def2-TZVPD basis.

Structure (XYZ):
```
184
C62H106AsCl2Ge3N4P3PbSi2 (the ωB97M-V functional and the def2-TZVPD basis)
Pb 0.0977 1.2086 -0.1506
C -0.8854 -0.6693 -4.5516
C 0.5921 -0.3113 -4.4649
C 1.3948 -1.2922 -5.3278
P 1.1604 -0.0898 -2.6719
C 1.9631 -1.7974 -2.5908
N 2.5597 -2.4867 -1.4694
Ge 2.2007 -2.4271 0.4123
N 4.2636 -1.3208 0.5117
C 4.4069 0.0366 0.1254
P 3.6623 1.4322 1.1999
C 4.1079 0.8689 2.9395
C 3.0812 -0.1273 3.4862
C 4.2639 2.0115 3.9431
C 5.0349 2.6785 0.8927
C 5.4238 2.8216 -0.5809
C 4.6641 4.0620 1.4360
C 5.2168 -1.9493 1.1900
C 6.4351 -1.3977 1.6665
C 7.2317 -2.1162 2.5233
C 6.8071 -3.3677 2.9726
C 5.6729 -3.9723 2.4280
C 4.9396 -3.3218 1.4607
N 3.8902 -3.8841 0.6270
C 4.3278 -3.9970 -0.7977
C 5.4852 -4.6878 -1.1260
C 5.7692 -5.0092 -2.4396
C 4.8466 -4.6756 -3.4225
C 3.7367 -3.9092 -3.1136
C 3.5013 -3.4586 -1.8027
C 3.3867 -5.1921 1.0277
C 4.1992 -6.2801 1.2839
C 3.6627 -7.4886 1.7090
C 2.2853 -7.6153 1.8924
C 1.4579 -6.5716 1.5740
C 1.9800 -5.3446 1.0781
N 1.2221 -4.3483 0.5869
C -0.2027 -4.6286 0.5991
P -1.4551 -3.4262 -0.0516
C -2.9238 -4.5653 0.2073
C -2.9061 -5.9445 -0.4538
C -3.1927 -4.7213 1.7090
C -1.1745 -3.4373 -1.9059
C -2.5238 -3.2639 -2.6093
C -0.3524 -4.5821 -2.4963
C 2.4786 1.2404 -2.8893
C 3.7600 0.8000 -3.5899
C 1.8708 2.4799 -3.5612
H -1.1594 -0.8415 -5.5942
H -1.5023 0.1394 -4.1724
H -1.1065 -1.5813 -3.9962
H 0.7099 0.6852 -4.8900
H 1.1656 -2.3293 -5.0796
H 2.4730 -1.1495 -5.2861
H 1.0933 -1.1377 -6.3652
H 2.7189 -1.7259 -3.3720
H 1.1345 -2.3972 -2.9937
H 3.8787 0.1238 -0.8221
H 5.4525 0.2996 -0.0320
H 5.0722 0.3665 2.8481
H 2.1178 0.3611 3.6450
H 3.4276 -0.5171 4.4463
H 2.9281 -0.9748 2.8226
H 3.3587 2.6221 3.9929
H 5.1166 2.6525 3.7259
H 4.4278 1.5864 4.9346
H 5.8981 2.2920 1.4466
H 4.5698 3.1439 -1.1836
H 5.8271 1.9086 -1.0191
H 6.1981 3.5854 -0.6698
H 4.0050 4.5738 0.7349
H 5.5659 4.6657 1.5510
H 4.1677 4.0251 2.4036
H 6.7477 -0.4104 1.3539
H 8.1719 -1.7059 2.8652
H 7.3828 -3.8970 3.7198
H 5.3964 -4.9548 2.7741
H 6.1778 -4.9768 -0.3456
H 6.6724 -5.5510 -2.6832
H 5.0006 -5.0026 -4.4424
H 3.0285 -3.6831 -3.8990
H 5.2647 -6.2217 1.1345
H 4.3185 -8.3270 1.9017
H 1.8623 -8.5440 2.2503
H 0.3934 -6.7089 1.6808
H -0.5173 -4.8060 1.6332
H -0.3669 -5.5548 0.0432
H -3.7516 -3.9919 -0.2206
H -2.1556 -6.6047 -0.0139
H -2.7412 -5.8959 -1.5276
H -3.8763 -6.4216 -0.3001
H -2.4993 -5.4290 2.1700
H -4.1991 -5.1125 1.8663
H -3.1135 -3.7740 2.2400
H -0.6014 -2.5105 -2.0508
H -3.0919 -4.1934 -2.6125
H -2.3844 -2.9706 -3.6495
H -3.1300 -2.5044 -2.1129
H -0.8127 -5.5556 -2.3298
H 0.6573 -4.6047 -2.0773
H -0.2671 -4.4528 -3.5799
H 2.7314 1.5512 -1.8710
H 3.5764 0.5701 -4.6385
H 4.2138 -0.0709 -3.1106
H 4.4899 1.6123 -3.5592
H 0.8313 2.6460 -3.2595
H 2.4454 3.3644 -3.2786
H 1.9064 2.4090 -4.6483
C -0.7439 -0.4475 4.9102
C -0.8387 -0.8564 3.4436
Ge -2.3565 0.0463 2.4927
C -3.1453 1.5311 3.5877
C -4.5267 1.1654 4.1335
C -3.9363 -1.0153 2.0583
C -4.5881 -0.6110 0.9737
Ge -3.4903 0.7081 -0.0521
C -2.9071 0.3237 -1.9338
C -4.0056 -0.0094 -2.9435
C -4.3199 2.5232 -0.0490
C -5.7978 2.5076 -0.4534
C -5.9882 -0.9372 0.6520
C -6.4492 -0.9485 -0.6639
C -7.7731 -1.2283 -0.9599
C -8.6696 -1.4925 0.0653
C -8.2297 -1.4749 1.3822
C -6.9049 -1.1988 1.6765
H 0.0026 -1.0603 5.4195
H -1.6927 -0.5840 5.4317
H -0.4439 0.5959 5.0231
H -1.0465 -1.9206 3.3522
H 0.0933 -0.6571 2.9116
H -3.2041 2.4334 2.9807
H -2.4630 1.7287 4.4157
H -5.2510 1.0146 3.3329
H -4.8965 1.9694 4.7721
H -4.4942 0.2556 4.7375
H -4.3860 -1.7080 2.7684
H -2.1709 -0.4787 -1.8874
H -2.3892 1.2421 -2.2283
H -4.3761 -1.0243 -2.8027
H -3.6290 0.0491 -3.9668
H -4.8459 0.6833 -2.8723
H -3.7387 3.1335 -0.7450
H -4.2122 2.9549 0.9484
H -5.9373 2.1138 -1.4621
H -6.2059 3.5200 -0.4319
H -6.3911 1.8945 0.2253
H -5.7499 -0.7503 -1.4634
H -8.1075 -1.2326 -1.9898
H -9.7081 -1.6993 -0.1560
H -8.9256 -1.6673 2.1888
H -6.5795 -1.1714 2.7096
Cl -0.0465 2.1870 2.9854
C 0.0532 3.3131 4.3754
Cl -1.3872 4.3168 4.5445
H 0.9070 3.9605 4.2163
H 0.1656 2.7132 5.2704
C -3.6281 5.1740 -2.5676
Si -2.0805 4.3194 -3.2122
C -0.9058 5.4661 -4.1208
C -2.5092 2.8638 -4.3152
As -0.8900 3.5391 -1.1896
Si 0.0266 5.6809 -0.4876
C 0.5629 5.4236 1.2859
C -1.2898 7.0085 -0.5695
C 1.5149 5.9829 -1.5962
H -3.7989 6.1043 -3.1153
H -3.5652 5.4214 -1.5072
H -4.5065 4.5431 -2.7175
H -1.3357 5.6904 -5.1010
H 0.0693 5.0031 -4.2867
H -0.7575 6.4147 -3.6033
H -2.7939 3.2487 -5.2988
H -3.3579 2.2966 -3.9302
H -1.6662 2.1831 -4.4612
H -0.3193 5.3053 1.9155
H 1.1920 4.5377 1.3875
H 1.1226 6.2888 1.6534
H -2.1032 6.7876 0.1248
H -1.7165 7.1428 -1.5642
H -0.8503 7.9628 -0.2666
H 2.1176 6.7945 -1.1792
H 1.2377 6.2685 -2.6109
H 2.1430 5.0923 -1.6576
```

⟨S²⟩: 1.846
Orbital gap (alpha / beta), eV: 5.1 / 5.3
Electronic energy, eV: -376252.0107
Spin multiplicity: 2
Total charge: +3